1.
The following is a quantum chemistry calculation of C8H8N4O3 in the gas phase in a non-equilibrium geometry, from the OMol25 dataset.

* multiplicity: 1
* HOMO energy: -8.3 eV
* max |F|: 6.7 eV/A
* energy relative to the best compared isomer or geometry (same formula, charge and spin): 559.9 kJ/mol
* LUMO: -0.0361 Eh
* total energy: -754.2193 a.u.
* charge: 0

```
23
Properties=species:S:1:pos:R:3:lowdin_charge:R:1
O -3.407 -2.724 -2.889 0.039
O 0.343 2.693 3.731 -0.011
N -3.188 -2.320 -1.764 -0.001
N 0.935 0.787 0.854 0.086
O 2.432 -0.603 -1.079 0.048
C 1.071 2.150 2.845 -0.584
C -0.852 -2.312 -1.882 -0.033
C -2.001 -0.422 -0.929 -0.018
C 0.456 -1.788 -1.757 0.017
C -1.974 -1.698 -1.593 -0.300
C -1.083 0.254 -0.273 -0.029
C 1.070 -0.788 -0.980 -0.210
C 0.299 -0.021 0.006 -0.197
N 2.275 2.657 2.594 0.161
N 0.350 1.573 1.834 0.052
H 2.707 0.213 -0.572 0.124
H -1.039 -3.361 -2.093 0.130
H -2.935 0.127 -1.059 0.121
H 1.071 -2.208 -2.550 0.122
H -1.456 1.198 0.152 0.120
H 2.728 3.052 3.436 0.135
H 2.833 2.029 2.002 0.100
H -0.636 1.511 1.964 0.127
```

2.
The following is a quantum chemistry calculation of 2 unconnected molecules or ions with the total composition C8H8N4O4 in a non-equilibrium geometry, from the OMol25 dataset.

* multiplicity: 1
* HOMO energy: -9.4 eV
* max |F|: 4.1 eV/A
* energy relative to the best compared isomer or geometry (same formula, charge and spin): 205.3 kJ/mol
* LUMO: -0.0031 Eh
* total energy: -829.6822 a.u.
* charge: 0

```
24
Properties=species:S:1:pos:R:3:lowdin_charge:R:1
C 0.761 2.331 -2.953 -0.489
C -0.247 1.338 -3.326 0.006
C -0.332 0.221 -2.589 -0.111
C 1.121 0.913 -0.840 -0.439
C -0.609 -0.199 3.242 -0.404
C -1.671 -1.179 2.889 0.015
C -1.513 -2.029 1.819 -0.088
C 0.679 -1.136 1.334 -0.546
H 2.154 2.557 -1.373 0.187
H -0.924 1.578 -4.204 0.139
H -1.006 -0.629 -2.828 0.140
H 0.055 -0.903 -0.915 0.130
H 1.309 0.389 2.548 0.148
H -2.569 -1.072 3.420 0.090
H -2.261 -2.818 1.563 0.140
H -0.386 -2.556 0.197 0.165
N 1.327 2.003 -1.713 0.188
N 0.202 0.016 -1.373 0.124
N 0.555 -0.228 2.345 0.213
N -0.438 -1.925 1.007 0.084
O 1.125 3.307 -3.553 0.083
O 1.647 0.865 0.253 0.064
O -0.750 0.549 4.172 0.086
O 1.771 -1.393 0.879 0.074
```

3.
The following is a quantum chemistry calculation of 2 unconnected molecules or ions with the total composition C8H8N4O4 in a non-equilibrium geometry, from the OMol25 dataset.

* multiplicity: 1
* HOMO energy: -9.5 eV
* max |F|: 9.1 eV/A
* energy relative to the best compared isomer or geometry (same formula, charge and spin): 496.1 kJ/mol
* LUMO: -0.0075 Eh
* total energy: -829.5714 a.u.
* charge: 0

```
24
Properties=species:S:1:pos:R:3:lowdin_charge:R:1
C 1.759 -0.707 0.004 -0.401
C 2.881 -1.534 -0.026 0.015
C 4.022 -0.810 -0.143 -0.128
C 2.959 1.373 -0.230 -0.329
C -4.210 0.554 -0.014 -0.432
C -4.085 -0.918 -0.139 0.000
C -2.839 -1.327 -0.153 -0.054
C -1.721 0.912 -0.006 -0.387
H 0.949 1.205 0.345 0.189
H 2.833 -2.499 0.279 0.093
H 4.961 -1.342 -0.122 0.126
H 5.132 1.097 0.311 0.302
H -3.463 2.389 -0.166 0.230
H -4.915 -1.442 0.202 0.099
H -2.482 -2.435 -0.206 0.167
H -0.793 -0.745 0.136 0.086
N 1.881 0.656 0.044 0.188
N 4.162 0.505 -0.226 0.075
N -3.104 1.375 0.210 0.167
N -1.776 -0.407 -0.086 0.091
O 0.654 -1.301 0.199 0.005
O 3.206 2.683 0.099 -0.077
O -5.358 1.088 -0.111 -0.001
O -0.651 1.631 -0.202 -0.023
```

4.
The following is a quantum chemistry calculation of a gas-phase ion, C8H8N5O4S2 (charge -1) in a non-equilibrium geometry, from the OMol25 dataset.

* multiplicity: 1
* HOMO energy: -4.4 eV
* max |F|: 3.7 eV/A
* LUMO: 0.0964 Eh
* total energy: -1680.5678 a.u.
* charge: -1

```
27
Properties=species:S:1:pos:R:3:lowdin_charge:R:1
C -1.663 1.875 1.667 -0.087
N -1.106 0.534 1.565 -0.285
C -2.000 -0.553 1.926 -0.096
C 0.190 0.295 1.291 -1.120
S 1.157 1.542 0.585 0.818
S 0.902 -1.205 1.508 0.656
H -0.860 2.597 1.492 0.037
H -2.464 1.999 0.930 0.082
H -2.091 2.000 2.671 0.084
H -1.454 -1.499 1.796 0.020
H -2.314 -0.444 2.974 0.086
H -2.885 -0.524 1.275 0.086
O -1.046 2.115 -1.594 -0.001
N -1.245 0.883 -1.506 -0.350
C -0.135 -0.009 -1.656 -0.203
C 1.169 0.527 -1.312 -0.266
C 2.160 -0.490 -1.404 -0.172
N 3.396 -0.398 -0.819 -0.190
O 4.112 0.537 -0.539 0.035
O 3.747 -1.744 -0.405 -0.033
N 2.777 -2.645 -0.808 0.100
C 1.803 -1.877 -1.414 -0.385
N 0.564 -2.310 -1.606 0.078
C -0.382 -1.383 -1.763 -0.078
O -2.375 0.390 -1.255 -0.027
H 1.454 1.511 -1.700 0.091
H -1.411 -1.724 -1.899 0.120
```

5.
The following is a quantum chemistry calculation of 2 unconnected molecules or ions with the total composition C8H8NO2 in a non-equilibrium geometry, from the OMol25 dataset.

* multiplicity: 1
* HOMO energy: -13.0 eV
* max |F|: 6.9 eV/A
* energy relative to the best compared isomer or geometry (same formula, charge and spin): 111.4 kJ/mol
* LUMO: -0.1626 Eh
* total energy: -514.5156 a.u.
* charge: +1

```
19
Properties=species:S:1:pos:R:3:lowdin_charge:R:1
C 1.521 2.286 1.052 -0.016
C 1.842 1.023 1.395 -0.017
C 0.628 2.457 -0.007 0.019
C 1.260 -0.081 0.723 0.050
C 0.090 1.378 -0.663 -0.003
C -0.842 -0.798 -2.166 -0.235
C -2.645 -2.598 -1.021 -0.010
C -0.171 -1.012 -1.035 -0.029
N 0.429 0.122 -0.362 -0.012
O -1.089 -0.154 -3.088 0.244
O -2.094 -2.363 -2.063 0.045
H 1.972 3.088 1.655 0.142
H 2.499 0.734 2.176 0.117
H 0.160 3.386 -0.247 0.127
H 1.580 -1.092 0.988 0.150
H -0.421 1.638 -1.474 0.101
H -3.643 -3.310 -0.979 0.169
H -2.495 -2.226 -0.111 0.048
H -0.254 -1.881 -0.427 0.109
```

6.
The following is a quantum chemistry calculation of 2 unconnected molecules or ions with the total composition C8H8NO4 in a non-equilibrium geometry, from the OMol25 dataset.

* multiplicity: 1
* HOMO energy: -4.7 eV
* max |F|: 7.9 eV/A
* energy relative to the best compared isomer or geometry (same formula, charge and spin): 302.4 kJ/mol
* LUMO: 0.0971 Eh
* total energy: -665.2309 a.u.
* charge: -1

```
21
Properties=species:S:1:pos:R:3:lowdin_charge:R:1
O 3.313 1.237 1.834 0.008
N 3.154 2.424 1.495 -0.068
O 1.963 2.581 0.889 -0.172
C 0.927 3.044 1.869 -0.090
C -0.343 1.978 1.666 -0.390
O -0.560 1.001 2.577 -0.166
O -1.165 2.138 0.435 -0.277
H 0.620 4.161 1.611 0.127
H 1.277 2.964 2.983 0.122
C -0.993 -0.951 -0.192 -0.067
C -0.632 -0.414 -1.427 -0.079
C -0.401 -1.256 -2.514 -0.113
C -0.539 -2.637 -2.368 -0.131
C -0.903 -3.174 -1.134 -0.127
C -1.126 -2.332 -0.044 -0.096
H -1.170 -0.295 0.656 0.072
H -0.531 0.662 -1.542 0.092
H -0.113 -0.837 -3.475 0.088
H -0.363 -3.293 -3.216 0.084
H -1.012 -4.250 -1.021 0.085
H -1.404 -2.752 0.919 0.095
```

7.
The following is a quantum chemistry calculation of C8H8O2 in the gas phase in a non-equilibrium geometry, from the OMol25 dataset.

* multiplicity: 1
* HOMO energy: -8.6 eV
* max |F|: 4.4 eV/A
* energy relative to the best compared isomer or geometry (same formula, charge and spin): 542.7 kJ/mol
* LUMO: 0.0031 Eh
* total energy: -459.8761 a.u.
* charge: 0

```
18
Properties=species:S:1:pos:R:3:lowdin_charge:R:1
C -1.208 -1.358 0.250 0.005
C -2.661 -1.736 0.265 0.001
C -0.744 -0.181 -0.261 -0.186
C -3.437 -0.635 0.279 -0.084
C -1.725 0.909 -0.648 -0.105
C -2.997 0.712 -0.032 -0.376
C 1.230 0.870 0.652 -0.103
C 0.654 0.138 -0.538 -0.233
O -4.304 0.347 -0.287 0.159
O -2.169 1.763 0.486 0.083
H -0.576 -2.132 0.560 0.091
H -3.129 -2.735 0.468 0.117
H -1.507 1.440 -1.536 0.142
H 0.421 1.496 1.305 0.124
H 2.055 1.546 0.300 0.072
H 1.656 0.083 1.455 0.116
H 1.187 -0.702 -0.520 0.067
H 0.618 0.769 -1.389 0.110
```

8.
The following is a quantum chemistry calculation of C8H8O3 in the gas phase in a non-equilibrium geometry, from the OMol25 dataset.

* multiplicity: 1
* HOMO energy: -9.4 eV
* max |F|: 11.8 eV/A
* energy relative to the best compared isomer or geometry (same formula, charge and spin): 579.0 kJ/mol
* LUMO: 0.0157 Eh
* total energy: -535.1711 a.u.
* charge: 0

```
19
Properties=species:S:1:pos:R:3:lowdin_charge:R:1
C -2.199 -0.762 -1.315 0.004
C -2.441 -0.078 -0.106 -0.694
O -3.558 0.163 0.264 0.105
O -1.534 0.436 0.591 0.131
C -0.224 0.081 0.187 -0.274
C 0.465 1.227 -0.073 0.010
C 1.787 1.013 -0.161 -0.101
C 2.452 -0.069 -0.195 -0.318
C 1.643 -1.121 0.304 0.011
C 0.382 -1.018 0.597 -0.017
H -0.324 -1.582 0.999 0.118
H 2.067 -1.995 0.502 0.091
O 3.821 -0.492 -0.373 -0.028
H 4.251 0.580 -0.538 0.224
H 2.463 1.952 -0.815 0.199
H -0.018 2.236 -0.189 0.162
H -2.910 -1.743 -1.503 0.165
H -1.265 -1.178 -1.344 0.020
H -2.286 0.064 -2.269 0.191
```

9.
The following is a quantum chemistry calculation of 2 unconnected molecules or ions with the total composition C8H9BO3 in a non-equilibrium geometry, from the OMol25 dataset.

* multiplicity: 1
* HOMO energy: -7.1 eV
* max |F|: 5.3 eV/A
* energy relative to the best compared isomer or geometry (same formula, charge and spin): 333.1 kJ/mol
* LUMO: 0.0038 Eh
* total energy: -560.7763 a.u.
* charge: 0

```
21
Properties=species:S:1:pos:R:3:lowdin_charge:R:1
B 0.948 -2.476 0.738 -0.457
C -1.906 2.233 0.037 -0.126
C -2.483 1.026 -0.335 -0.101
C -0.521 2.453 0.052 -0.017
C -1.724 -0.093 -0.809 -0.014
C 0.236 1.298 -0.249 -0.142
C -0.324 0.064 -0.656 -0.166
C 1.758 1.134 -0.337 -0.157
C 0.813 -0.838 -1.086 -0.044
O 1.986 -0.027 -1.106 -0.114
O 1.360 -2.017 1.922 0.155
O 0.523 -3.694 0.426 0.183
H -2.464 3.043 0.468 0.089
H -3.670 0.988 -0.224 0.138
H -0.054 3.292 0.523 0.102
H -2.175 -1.070 -0.864 0.101
H 2.374 1.873 -0.921 0.140
H 2.107 1.196 0.725 0.131
H 0.764 -1.499 -1.862 0.073
H 1.976 -2.428 2.581 0.135
H 0.477 -4.457 0.975 0.091
```

10.
The following is a quantum chemistry calculation of a molecular structure, C8H9BaNO5 in a non-equilibrium geometry, from the OMol25 dataset.

* multiplicity: 1
* HOMO energy: -17.6 eV
* max |F|: 15.2 eV/A
* LUMO: -0.3750 Eh
* total energy: -765.6071 a.u.
* charge: +2

```
24
Properties=species:S:1:pos:R:3:lowdin_charge:R:1
Ba 0.255 -0.505 -0.527 2.012
O 1.492 -2.588 1.665 0.247
C 1.087 -1.931 0.822 -0.303
C -0.510 0.786 -2.024 -0.309
O -0.971 1.593 -2.694 0.247
C -1.593 -1.566 -0.482 -0.274
O -2.638 -2.019 -0.334 0.242
C 2.229 0.226 -0.930 -0.274
O 3.257 0.723 -1.033 0.240
C 1.051 -2.553 -1.907 -0.161
H 2.125 -2.596 -1.706 0.102
H 0.452 -3.374 -1.508 0.101
C 0.535 -1.676 -2.821 -0.163
H -0.492 -1.771 -3.180 0.102
H 1.181 -0.992 -3.378 0.102
C -1.776 2.558 2.538 0.038
C -0.810 1.681 1.804 -0.472
N 0.486 1.591 2.168 0.202
O -1.239 0.996 0.794 -0.227
H -1.282 3.073 3.359 0.095
H -2.601 1.939 2.932 0.121
H -2.199 3.300 1.838 0.121
H 1.133 0.988 1.659 0.079
H 0.826 2.117 2.947 0.133
```